[1]
Density functional theory data (the ωB97M-V functional and the def2-TZVPD basis) for an isolated molecule of C5H7NO.

Results
E = -324.54312 hartree
ΔE to the lowest compared entry with this formula, charge and spin = 113.80 kcal/mol
total charge = 0
HOMO energy = -0.3252 Eh

```
14
C5H7NO the ωB97M-V functional and the def2-TZVPD basis
C -0.913 -0.388 1.526
C -0.543 -0.515 0.057
C -0.183 0.858 -0.671
C 1.207 0.387 -1.208
O 0.969 -0.867 -1.759
C 0.896 -0.909 -0.255
N 1.895 -0.270 0.209
H -1.073 -1.371 1.986
H -1.840 0.187 1.638
H -0.114 0.123 2.074
H -1.271 -1.097 -0.513
H -0.875 1.162 -1.463
H -0.081 1.653 0.075
H 1.926 1.047 -1.696
```

---

[2]
Density functional theory data (the ωB97M-V functional and the def2-TZVPD basis) for a structure of composition C16H23MoNOS.

Results
E = -1218.10658 hartree
total charge = +4
HOMO energy (spin up / spin down) = -0.8445 / -0.8445 Eh

```
43
C16H23MoNOS the ωB97M-V functional and the def2-TZVPD basis
Mo -0.290 0.031 0.020
C -1.064 0.370 2.321
C -0.535 -0.939 2.178
C 0.834 -1.110 1.867
C 1.623 0.001 1.547
C 1.058 1.302 1.583
C -0.258 1.487 2.042
H -2.096 0.500 2.637
H -1.165 -1.801 2.378
H 1.267 -2.104 1.850
H 2.667 -0.129 1.286
H 1.671 2.160 1.329
H -0.665 2.490 2.139
O -1.139 1.654 -0.929
C -2.461 1.021 -0.898
C -2.924 0.560 -2.245
C -1.875 -0.291 -2.972
C -1.531 -1.607 -2.313
C -1.976 -2.786 -2.893
C -1.621 -4.024 -2.379
C -0.779 -4.068 -1.269
C -0.365 -2.887 -0.714
N -0.742 -1.659 -1.190
H -1.147 2.623 -0.818
H -3.147 1.594 -0.275
H -2.275 0.060 -0.262
H -3.171 1.443 -2.842
H -3.863 0.020 -2.088
H -0.971 0.296 -3.146
H -2.260 -0.517 -3.965
H -2.593 -2.720 -3.780
H -1.974 -4.936 -2.847
H -0.446 -5.007 -0.844
H 0.300 -2.902 0.136
C 2.463 1.797 -1.542
S 1.488 0.274 -1.588
C 2.728 -1.030 -1.772
H 2.813 1.963 -2.565
H 3.313 1.667 -0.872
H 1.825 2.626 -1.242
H 3.499 -0.910 -1.012
H 3.156 -0.901 -2.770
H 2.225 -1.993 -1.710
```

---

[3]
Density functional theory data (the ωB97M-V functional and the def2-TZVPD basis) for a structure of composition C28H30F6MoNOPS2Sb in a non-equilibrium geometry.

Results
E = -3259.95137 hartree
multiplicity = 4
<S²> = 3.804
total charge = +2
HOMO energy (spin up / spin down) = -0.5302 / -0.5401 Eh

```
71
C28H30F6MoNOPS2Sb the ωB97M-V functional and the def2-TZVPD basis
Mo 0.479 0.355 0.020
C 3.939 -1.502 1.327
C 3.694 -1.268 -0.160
C 4.889 -1.698 -1.011
C 2.427 -1.965 -0.667
C 2.456 -3.488 -0.511
O 1.390 -3.767 0.424
C 0.734 -2.660 0.686
N 1.197 -1.581 0.108
C -0.433 -2.853 1.565
C -0.411 -4.005 2.357
C -1.463 -4.309 3.205
C -2.566 -3.478 3.261
C -2.613 -2.336 2.473
C -1.562 -2.012 1.622
P -1.687 -0.457 0.719
C -1.664 -0.771 -1.075
C -1.433 -2.033 -1.649
C -1.392 -2.166 -3.022
C -1.561 -1.049 -3.843
C -1.794 0.200 -3.291
C -1.854 0.346 -1.911
C -3.151 0.450 1.159
C -4.355 0.205 0.497
C -5.479 0.925 0.862
C -5.398 1.876 1.872
C -4.197 2.118 2.526
C -3.064 1.407 2.169
H 4.836 -0.973 1.647
H 4.100 -2.559 1.549
H 3.109 -1.151 1.945
H 3.547 -0.195 -0.325
H 5.164 -2.737 -0.822
H 5.758 -1.088 -0.771
H 4.686 -1.588 -2.078
H 2.264 -1.687 -1.710
H 3.379 -3.865 -0.082
H 2.235 -4.030 -1.428
H 0.446 -4.660 2.312
H -1.414 -5.200 3.817
H -3.396 -3.714 3.914
H -3.476 -1.685 2.523
H -1.330 -2.910 -1.023
H -1.245 -3.143 -3.462
H -1.530 -1.166 -4.918
H -1.950 1.062 -3.925
H -2.102 1.308 -1.487
H -4.412 -0.533 -0.295
H -6.417 0.747 0.355
H -6.280 2.440 2.147
H -4.138 2.870 3.301
H -2.118 1.610 2.657
C 3.325 3.974 0.419
C 2.563 2.775 -0.019
S 2.162 1.643 1.130
C 2.229 2.598 -1.430
C 2.530 3.673 -2.408
S 1.503 1.210 -1.988
H 3.391 4.032 1.501
H 2.844 4.878 0.040
H 4.337 3.941 0.003
H 3.518 4.104 -2.243
H 1.797 4.476 -2.264
H 2.443 3.318 -3.432
F -0.555 2.175 0.051
Sb -1.152 4.149 -0.434
F -0.465 3.563 -2.090
F -2.774 3.318 -0.851
F -1.580 5.867 -0.943
F -1.596 4.114 1.374
F 0.634 4.557 0.032
```

---

[4]
Density functional theory data (the ωB97M-V functional and the def2-TZVPD basis) for the ion C2H8N3O with charge +1 in a non-equilibrium geometry.

Results
E = -320.26822 hartree
SMILES = NC(N)=[NH+]CO
ΔE to the lowest compared entry with this formula, charge and spin = 35.36 kcal/mol
total charge = +1
HOMO energy = -0.5546 Eh

```
14
C2H8N3O the ωB97M-V functional and the def2-TZVPD basis
N -2.175 0.256 -0.092
C -0.885 -0.127 0.086
N -0.560 -1.391 0.071
N 0.019 0.808 -0.035
C 1.567 0.662 0.334
O 2.052 -0.492 -0.233
H -2.991 -0.388 0.137
H -2.276 1.002 -0.738
H -1.010 -2.272 -0.018
H 0.443 -1.651 0.165
H -0.160 1.855 0.089
H 2.166 1.530 -0.058
H 1.532 0.573 1.414
H 2.278 -0.365 -1.123
```

---

[5]
Density functional theory data (the ωB97M-V functional and the def2-TZVPD basis) for a structure of composition C23H24F6IrO6Se2 in a non-equilibrium geometry.

Results
E = -6848.63983 hartree
ΔE to the lowest compared entry with this formula, charge and spin = 6.96 kcal/mol
multiplicity = 2
<S²> = 0.761
total charge = 0
HOMO energy (spin up / spin down) = -0.2946 / -0.2835 Eh

```
62
C23H24F6IrO6Se2 the ωB97M-V functional and the def2-TZVPD basis
Ir 0.300 0.383 0.973
O 0.104 0.712 -1.439
C 1.090 0.025 -2.210
C 2.206 -0.405 -1.206
O 3.173 -0.971 -1.637
O 1.993 -0.101 0.060
C 0.489 -1.217 -2.850
C 0.457 -2.435 -2.180
C -0.216 -3.517 -2.726
C -0.872 -3.392 -3.942
C -0.849 -2.179 -4.615
C -0.177 -1.095 -4.069
C 1.750 0.976 -3.196
C 2.557 0.479 -4.215
C 3.142 1.345 -5.123
C 2.946 2.716 -5.013
C 2.168 3.216 -3.982
C 1.575 2.349 -3.072
H -0.770 0.342 -1.627
H 0.972 -2.548 -1.236
H -0.234 -4.459 -2.192
H -1.398 -4.237 -4.366
H -1.364 -2.070 -5.561
H -0.166 -0.146 -4.589
H 2.727 -0.587 -4.289
H 3.762 0.949 -5.917
H 3.407 3.391 -5.722
H 2.023 4.283 -3.877
H 0.965 2.733 -2.265
O 1.523 -3.489 5.164
C 0.346 -2.706 5.278
C 0.263 -1.752 4.077
C -1.039 -0.973 4.307
O -1.240 0.031 3.345
C 1.514 -0.872 4.109
Se 1.645 0.711 2.967
C 0.254 -2.612 2.810
Se -0.469 -1.893 1.152
H 1.550 -4.120 5.889
H 0.354 -2.119 6.205
H -0.549 -3.340 5.291
H -0.992 -0.518 5.304
H -1.874 -1.686 4.285
H -2.043 0.522 3.542
H 2.375 -1.484 3.858
H 1.659 -0.490 5.122
H -0.352 -3.504 2.989
H 1.264 -2.945 2.584
C -2.337 3.522 -0.224
C -2.168 2.528 0.925
O -1.009 1.812 0.793
C -3.401 1.585 0.910
F -3.347 0.810 -0.188
F -3.465 0.755 1.962
F -4.558 2.258 0.874
C -2.155 3.342 2.249
F -1.036 4.071 2.313
F -3.197 4.182 2.342
F -2.183 2.573 3.353
H -2.396 2.971 -1.161
H -1.462 4.168 -0.251
H -3.234 4.121 -0.092
```

---

[6]
Density functional theory data (the ωB97M-V functional and the def2-TZVPD basis) for a cluster of 2 separate species, C6H10NO in total in a non-equilibrium geometry.

Results
E = -364.14997 hartree
ΔE to the lowest compared entry with this formula, charge and spin = 123.79 kcal/mol
total charge = +1
HOMO energy (spin up / spin down) = -0.5179 / -0.5180 Eh

```
18
C6H10NO the ωB97M-V functional and the def2-TZVPD basis
C 0.092 3.292 0.069
C 1.424 -2.460 0.056
C -0.379 2.018 0.172
C 0.472 0.842 -0.042
C 0.707 -1.440 -0.296
C -1.366 -0.749 0.356
N 0.030 -0.340 0.074
O 0.692 -1.011 -2.386
H -0.675 3.985 0.150
H 1.174 3.422 -0.146
H 1.705 -3.232 -0.505
H 1.554 -2.711 1.098
H -1.456 1.882 0.406
H 1.422 0.992 -0.431
H -1.713 -0.305 1.230
H -1.391 -1.838 0.689
H -2.131 -0.633 -0.421
H 0.779 -1.942 -2.745
```

---

[7]
Density functional theory data (the ωB97M-V functional and the def2-TZVPD basis) for an isolated molecule of C5H8N2O in a non-equilibrium geometry.

Results
E = -379.80834 hartree
ΔE to the lowest compared entry with this formula, charge and spin = 175.60 kcal/mol
total charge = 0
HOMO energy = -0.3567 Eh

```
16
C5H8N2O the ωB97M-V functional and the def2-TZVPD basis
C -0.718 1.399 -0.944
C -0.211 0.655 0.322
C -1.509 -0.190 0.808
C -0.019 -0.818 -0.101
C 1.349 -0.867 -0.659
H -1.588 2.225 -0.614
H -1.309 0.542 -1.595
H 0.172 1.719 -1.372
H -2.469 0.254 0.529
H -1.182 -0.594 1.876
H -0.022 -1.364 0.843
H 1.658 -1.559 -1.402
H 1.390 1.670 0.579
N 2.040 -0.031 0.066
N 0.995 0.676 0.956
O -1.405 -1.059 -0.320
```

---

[8]
Density functional theory data (the ωB97M-V functional and the def2-TZVPD basis) for an isolated molecule of C21H30ClN3O3S.

Results
E = -2066.65003 hartree
SMILES = CC[C@H](C(=O)N[C@H]1CCCCN(C(=O)c2sc(C)cc2Cl)CC1)N1CCCC1=O
ΔE to the lowest compared entry with this formula, charge and spin = 6.21 kcal/mol
total charge = 0
HOMO energy = -0.3184 Eh

```
59
C21H30ClN3O3S the ωB97M-V functional and the def2-TZVPD basis
C -3.960 -2.934 -1.215
C -2.681 -2.145 -0.972
C -2.876 -0.640 -1.187
C -1.521 0.053 -1.063
O -0.701 -0.100 -1.957
N -1.292 0.794 0.040
C 0.045 1.331 0.288
C 0.197 2.659 -0.447
C 1.592 3.285 -0.424
C 2.731 2.312 -0.756
C 3.490 1.734 0.440
N 2.728 0.883 1.348
C 2.657 -0.478 1.300
O 1.769 -1.073 1.891
C 3.713 -1.282 0.614
S 5.409 -0.968 0.675
C 5.798 -2.369 -0.239
C 7.215 -2.730 -0.540
C 4.672 -3.031 -0.600
C 3.490 -2.410 -0.113
Cl 1.939 -3.052 -0.477
C 1.747 1.530 2.217
C 0.276 1.387 1.790
N -3.954 -0.074 -0.384
C -5.120 0.504 -1.038
C -5.948 1.068 0.125
C -5.515 0.221 1.324
C -4.122 -0.254 0.950
O -3.282 -0.709 1.709
H -3.778 -4.004 -1.111
H -4.740 -2.667 -0.499
H -4.349 -2.758 -2.221
H -2.315 -2.319 0.042
H -1.898 -2.458 -1.663
H -3.177 -0.481 -2.225
H -1.900 0.646 0.833
H 0.741 0.610 -0.148
H -0.082 2.476 -1.488
H -0.534 3.366 -0.041
H 1.595 4.095 -1.156
H 1.786 3.768 0.538
H 2.361 1.497 -1.385
H 3.485 2.835 -1.351
H 4.334 1.177 0.052
H 3.903 2.556 1.034
H 7.244 -3.636 -1.142
H 7.719 -1.937 -1.095
H 7.782 -2.912 0.374
H 4.663 -3.936 -1.190
H 1.847 1.098 3.214
H 2.037 2.577 2.284
H -0.295 2.214 2.227
H -0.104 0.459 2.217
H -4.816 1.274 -1.748
H -5.666 -0.268 -1.592
H -5.682 2.112 0.292
H -7.017 1.022 -0.076
H -5.497 0.750 2.273
H -6.140 -0.667 1.451
```

---

[9]
Density functional theory data (the ωB97M-V functional and the def2-TZVPD basis) for an isolated molecule of C4HNO in a non-equilibrium geometry.

Results
E = -282.84925 hartree
SMILES = N#CC#CC=O
ΔE to the lowest compared entry with this formula, charge and spin = 42.65 kcal/mol
total charge = 0
HOMO energy = -0.4176 Eh

```
7
C4HNO the ωB97M-V functional and the def2-TZVPD basis
N -2.094 -0.353 -0.740
C -1.483 0.617 -0.550
C -0.390 1.390 -0.182
C 0.668 0.914 0.213
C 1.077 -0.505 0.401
O 2.082 -1.011 0.781
H 0.141 -1.052 0.078
```

---

[10]
Density functional theory data (the ωB97M-V functional and the def2-TZVPD basis) for a cluster of 2 separate species, C3H7NO2S in total in a non-equilibrium geometry.

Results
E = -721.89863 hartree
SMILES = C=C(O)C(N)=O.S
ΔE to the lowest compared entry with this formula, charge and spin = 40.17 kcal/mol
total charge = 0
HOMO energy = -0.3492 Eh

```
14
C3H7NO2S the ωB97M-V functional and the def2-TZVPD basis
C -1.686 -1.556 0.100
C -0.957 -0.795 0.900
O -0.397 -1.248 2.157
C -0.267 0.440 0.379
N -0.502 0.884 -0.890
O 0.602 0.949 1.070
H -2.180 -1.252 -0.814
H -2.108 -2.462 0.521
H -0.140 -0.471 2.581
H -1.306 0.474 -1.519
H 0.067 1.557 -1.288
S 3.084 1.580 -0.619
H 1.990 0.929 -1.027
H 3.799 0.971 -1.551
```

---

[11]
Density functional theory data (the ωB97M-V functional and the def2-TZVPD basis) for a structure of composition C14H30N2O11V in a non-equilibrium geometry.

Results
E = -2432.31707 hartree
ΔE to the lowest compared entry with this formula, charge and spin = 25.24 kcal/mol
multiplicity = 2
<S²> = 0.772
total charge = -2
HOMO energy (spin up / spin down) = 0.0216 / 0.0173 Eh

```
58
C14H30N2O11V the ωB97M-V functional and the def2-TZVPD basis
O 0.731 0.105 -0.539
V 2.302 0.171 -0.690
C 3.471 -1.303 -2.916
O 4.238 -2.352 -2.899
O 2.309 -1.459 -2.340
O 3.986 -0.287 -2.254
C 3.722 -1.561 0.964
O 2.508 -1.766 0.556
O 4.039 -0.357 0.572
O 4.545 -2.425 0.401
C -3.070 1.176 -0.165
O -1.928 0.366 -0.230
C -2.074 -0.792 -1.025
C -2.683 -1.974 -0.236
N -1.668 -2.614 0.585
C -2.296 -3.686 1.344
C -3.567 -3.343 2.195
O -3.170 -2.366 3.152
C -4.264 -1.989 3.951
H -2.843 1.982 0.541
H -3.895 0.716 0.399
H -3.294 1.568 -1.159
H -1.123 -1.030 -1.503
H -2.721 -0.569 -1.890
H -3.094 -2.665 -0.974
H -3.454 -1.423 0.322
H -1.289 -1.904 1.202
H -1.554 -3.996 2.083
H -2.601 -4.539 0.734
H -3.720 -4.294 2.720
H -4.414 -3.080 1.559
H -3.751 -1.409 4.724
H -4.773 -2.825 4.444
H -5.027 -1.376 3.460
C 0.842 1.263 2.650
O 1.729 1.500 1.583
C 2.154 2.815 1.436
C 3.214 2.865 0.345
N 2.847 2.335 -0.988
C 1.651 3.027 -1.462
C 1.436 2.509 -2.888
O 1.342 1.109 -2.885
C 0.796 0.661 -4.108
H 1.401 1.263 3.590
H 0.442 0.263 2.485
H -0.021 1.938 2.667
H 2.589 3.196 2.374
H 1.321 3.511 1.247
H 4.131 2.335 0.612
H 3.538 3.920 0.353
H 3.614 2.550 -1.617
H 1.660 4.122 -1.439
H 0.788 2.606 -0.939
H 2.236 2.899 -3.538
H 0.528 3.038 -3.221
H -0.212 1.013 -4.343
H 0.894 -0.425 -4.116
H 1.504 0.984 -4.886
```

---

[12]
Density functional theory data (the ωB97M-V functional and the def2-TZVPD basis) for a structure of composition C22H12BrCo2N2O6 in a non-equilibrium geometry.

Results
E = -6745.96696 hartree
ΔE to the lowest compared entry with this formula, charge and spin = 6.24 kcal/mol
total charge = -1
HOMO energy = -0.1162 Eh

```
45
C22H12BrCo2N2O6 the ωB97M-V functional and the def2-TZVPD basis
C 2.622 2.228 0.708
N 2.944 2.364 1.993
N 3.535 2.606 2.957
C 1.435 1.540 0.344
C 1.171 1.210 -1.012
C -0.033 0.622 -1.383
C -0.998 0.336 -0.401
Br -2.660 -0.414 -0.909
C -0.732 0.607 0.952
C 0.478 1.191 1.324
H 3.338 2.547 -0.059
H 1.934 1.445 -1.759
H -0.240 0.392 -2.424
H -1.470 0.366 1.710
H 0.675 1.401 2.376
O 3.419 9.140 4.441
C 2.835 8.803 3.503
Co 2.094 8.307 1.973
C 2.761 9.481 0.858
O 3.188 10.201 0.059
C 2.877 6.800 1.445
O 3.343 5.830 1.018
C 0.237 8.721 2.140
C 0.287 7.872 0.995
C 0.365 7.921 -0.384
C 0.535 6.783 -1.256
C 1.084 6.966 -2.558
C 1.290 5.884 -3.405
C 0.908 4.596 -2.993
C 0.326 4.409 -1.736
C 0.194 5.475 -0.854
Co -0.345 7.069 2.550
C 0.018 7.338 4.244
O 0.244 7.511 5.364
C -0.026 5.286 2.638
O 0.146 4.150 2.796
C -2.109 7.196 2.564
O -3.260 7.281 2.639
H -0.260 9.682 2.235
H 0.321 8.917 -0.844
H 1.380 7.977 -2.850
H 1.757 6.029 -4.383
H 1.080 3.737 -3.643
H -0.014 3.423 -1.424
H -0.188 5.322 0.158
```